No. 1
{"formula": "C31H34BrN3O2PS4Sn", "method": "ωB97M-V with the def2-TZVPD basis set", "symbols": ["Sn", "C", "C", "S", "C", "C", "S", "C", "C", "S", "C", "C", "S", "H", "H", "H", "H", "H", "H", "H", "H", "H", "H", "H", "H", "H", "H", "H", "H", "N", "P", "C", "C", "C", "C", "C", "C", "C", "C", "C", "C", "C", "C", "C", "C", "C", "C", "C", "N", "H", "H", "H", "H", "H", "H", "H", "H", "H", "H", "H", "H", "H", "H", "H", "Br", "C", "C", "N", "C", "C", "C", "C", "O", "O", "H", "H", "H"], "coordinates": [[-0.517, -1.318, 0.085], [2.282, -3.873, 0.344], [1.079, -4.775, 0.513], [-0.393, -4.138, -0.385], [-1.749, -4.921, 0.572], [-3.046, -4.149, 0.482], [-2.990, -2.427, 1.090], [-2.732, -2.682, 2.897], [-2.032, -1.513, 3.553], [-0.410, -1.030, 2.855], [0.657, -2.448, 3.350], [2.034, -2.282, 2.744], [2.086, -2.143, 0.914], [2.551, -3.777, -0.710], [3.133, -4.290, 0.886], [0.813, -4.912, 1.560], [1.309, -5.749, 0.079], [-1.407, -5.046, 1.601], [-1.901, -5.911, 0.136], [-3.819, -4.658, 1.061], [-3.377, -4.060, -0.554], [-2.190, -3.616, 3.037], [-3.725, -2.783, 3.335], [-1.858, -1.730, 4.608], [-2.635, -0.607, 3.470], [0.178, -3.383, 3.061], [0.740, -2.407, 4.437], [2.685, -3.113, 3.018], [2.481, -1.349, 3.092], [-0.330, 2.101, -2.340], [-0.236, 2.251, -0.693], [0.145, 3.955, -0.338], [1.334, 4.401, 0.231], [1.483, 5.754, 0.497], [0.462, 6.644, 0.197], [-0.722, 6.194, -0.370], [-0.889, 4.849, -0.634], [-1.791, 1.774, 0.087], [-2.864, 1.225, -0.615], [-4.086, 1.072, 0.021], [-4.248, 1.488, 1.335], [-3.182, 2.040, 2.031], [-1.954, 2.187, 1.412], [-0.467, 0.945, -3.111], [-0.676, 1.064, -4.486], [-0.713, -0.080, -5.257], [-0.523, -1.312, -4.637], [-0.361, -1.332, -3.270], [-0.351, -0.233, -2.497], [-0.348, 2.966, -2.870], [2.131, 3.711, 0.466], [2.399, 6.107, 0.945], [0.587, 7.694, 0.411], [-1.517, 6.884, -0.603], [-1.814, 4.480, -1.056], [-2.763, 0.979, -1.664], [-4.926, 0.676, -0.529], [-5.220, 1.422, 1.800], [-3.322, 2.399, 3.040], [-1.132, 2.666, 1.928], [-0.810, 2.037, -4.929], [-0.883, -0.014, -6.320], [-0.512, -2.225, -5.208], [-0.210, -2.270, -2.738], [7.361, 1.613, -0.626], [5.574, 1.181, -1.053], [5.247, 0.638, -2.306], [4.020, 0.271, -2.616], [3.046, 0.463, -1.757], [3.245, 1.061, -0.504], [4.554, 1.400, -0.138], [2.163, 1.198, 0.448], [2.183, 1.150, 1.632], [0.838, 1.199, -0.167], [5.999, 0.484, -3.067], [2.069, 0.092, -2.042], [4.765, 1.841, 0.827]], "lowdin_charge": [1.017, -0.461, -0.456, 0.821, -0.464, -0.477, 0.804, -0.449, -0.460, 0.816, -0.447, -0.449, 0.823, 0.094, 0.106, 0.077, 0.106, 0.076, 0.107, 0.109, 0.094, 0.076, 0.105, 0.108, 0.076, 0.069, 0.110, 0.108, 0.088, 0.005, 0.937, -0.282, -0.040, -0.027, -0.013, -0.029, -0.071, -0.329, -0.092, -0.052, -0.032, -0.046, -0.072, -0.363, 0.023, -0.003, -0.022, -0.152, -0.017, 0.139, 0.102, 0.126, 0.128, 0.126, 0.118, 0.110, 0.125, 0.127, 0.127, 0.127, 0.127, 0.132, 0.122, 0.070, 0.841, -0.634, -0.123, 0.102, -0.084, -0.144, -0.020, -0.449, 0.163, -0.263, 0.125, 0.098, 0.130], "charge": 3, "multiplicity": 1, "orbital_gap_ev": 7.9, "e_homo_ev": -15.92}

=====

No. 2
{"formula": "C4F4", "method": "ωB97M-V with the def2-TZVPD basis set", "symbols": ["F", "C", "C", "F", "F", "C", "C", "F"], "coordinates": [[-0.153, 1.291, -1.541], [-1.104, 0.450, -1.062], [-2.119, -0.047, -1.475], [-3.169, -0.804, -1.278], [3.446, -0.866, 0.951], [2.254, -0.735, 1.355], [1.101, -0.376, 1.277], [-0.090, 0.044, 1.506]], "lowdin_charge": [0.039, -0.068, -0.069, 0.102, 0.131, -0.132, -0.116, 0.112], "smiles": "FC#CF.FC#CF", "multiplicity": 1, "orbital_gap_ev": 10.0, "e_above_lowest_kcal_mol": 79.61, "e_homo_ev": -10.45}

=====

No. 3
{"formula": "C3H2Br2", "method": "ωB97M-V with the def2-TZVPD basis set", "symbols": ["C", "C", "C", "Br", "Br", "H", "H"], "coordinates": [[-0.189, -0.213, -1.120], [0.628, -1.121, -0.720], [0.985, 0.013, 0.157], [3.108, -1.266, -2.916], [2.449, 1.096, -0.242], [-0.904, 0.435, -1.609], [0.746, 0.136, 1.100]], "lowdin_charge": [0.076, -0.036, -0.616, -0.309, 0.778, 0.109, -0.003], "multiplicity": 1, "orbital_gap_ev": [5.1, 5.1], "e_above_lowest_kcal_mol": 88.53, "e_homo_ev": [-8.58, -8.59]}

=====

No. 4
{"formula": "C11H15BrClIrO2V", "method": "ωB97M-V with the def2-TZVPD basis set", "symbols": ["Ir", "Cl", "C", "C", "H", "H", "H", "H", "H", "H", "V", "C", "C", "H", "H", "H", "H", "H", "Br", "C", "C", "C", "C", "C", "C", "C", "O", "O", "H", "H", "H", "H"], "coordinates": [[-0.323, -2.280, -3.380], [-0.119, -2.365, -5.650], [1.183, -1.038, -2.980], [-1.600, -0.740, -3.254], [1.158, -0.170, -3.658], [1.430, -0.796, -1.917], [1.963, -1.737, -3.344], [-1.449, -0.150, -4.163], [-1.984, -0.112, -2.423], [-2.439, -1.427, -3.510], [-0.396, 0.248, -1.347], [-0.503, -2.928, -1.522], [-0.704, 2.343, -1.507], [-1.585, -2.891, -1.341], [-0.148, -3.973, -1.566], [0.047, -2.303, -0.787], [-1.285, 3.192, -1.123], [-0.163, 2.592, -2.455], [-0.312, 3.382, 1.652], [0.164, 2.093, 2.930], [0.351, 2.433, 4.266], [0.794, 1.472, 5.176], [1.051, 0.171, 4.755], [0.828, -0.186, 3.419], [0.352, 0.763, 2.519], [0.114, 0.413, 1.064], [-1.090, 0.246, 0.629], [1.113, 0.304, 0.257], [0.179, 3.460, 4.562], [0.950, 1.753, 6.212], [1.413, -0.582, 5.450], [1.009, -1.187, 3.036]], "lowdin_charge": [0.912, -0.079, -0.283, -0.297, 0.045, 0.017, 0.038, 0.033, 0.016, 0.043, 0.661, -0.290, -0.166, 0.020, 0.031, 0.015, -0.085, -0.066, 0.867, -0.609, -0.115, -0.082, -0.077, -0.019, -0.174, -0.602, -0.106, -0.077, 0.099, 0.104, 0.103, 0.121], "multiplicity": 6, "orbital_gap_ev": [5.4, 5.8], "e_above_lowest_kcal_mol": 18.71, "e_homo_ev": [-6.49, -8.60]}

=====

No. 5
{"formula": "C13H24F3Na4O15S", "method": "ωB97M-V with the def2-TZVPD basis set", "symbols": ["Na", "Na", "Na", "Na", "C", "F", "F", "F", "S", "O", "O", "O", "C", "O", "C", "O", "O", "C", "H", "H", "H", "H", "H", "H", "C", "O", "C", "O", "O", "C", "H", "H", "H", "H", "H", "H", "C", "O", "C", "O", "O", "C", "H", "H", "H", "H", "H", "H", "C", "O", "C", "O", "O", "C", "H", "H", "H", "H", "H", "H"], "coordinates": [[-5.682, -2.704, 4.753], [-2.430, -1.477, 1.460], [0.236, -4.328, 1.251], [-3.680, -7.227, 0.996], [-1.053, -5.324, 4.755], [-1.461, -6.190, 5.629], [-0.643, -4.198, 5.320], [-0.030, -5.824, 4.068], [-2.436, -4.785, 3.538], [-1.739, -3.835, 2.671], [-2.827, -6.011, 2.829], [-3.559, -4.231, 4.262], [3.331, -6.740, 2.279], [3.699, -5.826, 3.316], [3.046, -4.701, 3.452], [2.194, -4.282, 2.693], [3.523, -4.158, 4.577], [2.886, -3.066, 5.205], [3.807, -6.421, 1.352], [2.254, -6.782, 2.108], [3.699, -7.692, 2.648], [2.497, -2.397, 4.427], [3.583, -2.569, 5.869], [1.941, -3.303, 5.702], [1.914, -6.588, 12.299], [2.228, -6.394, 10.923], [1.304, -5.979, 10.103], [0.148, -5.754, 10.352], [1.903, -5.731, 8.919], [1.147, -5.378, 7.809], [1.335, -7.503, 12.426], [1.343, -5.753, 12.703], [2.876, -6.668, 12.794], [1.791, -4.975, 7.025], [0.471, -4.530, 7.935], [0.586, -6.182, 7.324], [-5.557, -6.006, 6.716], [-4.354, -6.095, 7.437], [-3.826, -7.274, 7.713], [-4.323, -8.352, 7.548], [-2.666, -7.068, 8.344], [-1.735, -8.151, 8.617], [-5.373, -5.775, 5.662], [-6.011, -5.108, 7.146], [-6.229, -6.851, 6.848], [-1.708, -8.880, 7.812], [-1.996, -8.671, 9.537], [-0.854, -7.553, 8.830], [3.760, -0.070, 9.115], [2.457, -0.065, 8.537], [1.814, -1.208, 8.400], [2.270, -2.324, 8.477], [0.568, -0.914, 8.050], [-0.396, -1.946, 7.859], [4.099, 0.933, 9.352], [4.430, -0.610, 8.448], [3.651, -0.606, 10.061], [-1.287, -1.457, 7.462], [-0.730, -2.281, 8.841], [0.011, -2.663, 7.154]], "lowdin_charge": [0.872, 0.900, 0.740, 0.875, -0.649, 0.227, 0.156, 0.161, 0.567, -0.376, -0.354, -0.307, 0.002, 0.046, -0.578, 0.050, 0.045, -0.022, 0.109, 0.078, 0.115, 0.097, 0.113, 0.065, -0.011, 0.025, -0.608, 0.128, 0.029, -0.087, 0.103, 0.101, 0.102, 0.076, 0.068, 0.083, -0.048, 0.002, -0.625, 0.151, -0.016, 0.010, 0.067, 0.095, 0.111, 0.100, 0.107, 0.069, -0.010, 0.008, -0.621, 0.127, -0.001, -0.029, 0.102, 0.098, 0.106, 0.087, 0.116, 0.052], "charge": 3, "multiplicity": 1, "orbital_gap_ev": 5.1, "e_homo_ev": -15.41}

=====

No. 6
{"formula": "C35H48Cl2N10O4SSeSn", "method": "ωB97M-V with the def2-TZVPD basis set", "symbols": ["Sn", "C", "C", "N", "C", "C", "C", "S", "N", "C", "O", "C", "C", "C", "C", "C", "C", "H", "H", "H", "H", "H", "H", "H", "H", "H", "H", "H", "H", "H", "H", "H", "Cl", "C", "Cl", "H", "H", "C", "C", "C", "C", "C", "C", "O", "N", "C", "O", "N", "C", "O", "H", "H", "H", "H", "H", "H", "H", "H", "H", "H", "H", "C", "N", "C", "Se", "N", "C", "C", "C", "C", "C", "C", "H", "H", "H", "H", "H", "H", "H", "H", "C", "N", "C", "N", "C", "N", "C", "N", "C", "C", "H", "H", "H", "H", "H", "H", "H", "H", "H", "H", "H", "H"], "coordinates": [[0.283, 0.107, 0.669], [-1.631, 5.256, 4.428], [-1.664, 3.801, 4.887], [-2.117, 2.932, 3.817], [-3.533, 2.667, 3.718], [-3.925, 1.428, 4.520], [-1.231, 2.490, 2.915], [-1.804, 1.583, 1.574], [0.007, 2.920, 3.062], [1.137, 2.348, 2.749], [1.291, 1.116, 2.476], [2.324, 3.222, 2.852], [2.305, 4.369, 3.641], [3.424, 5.178, 3.717], [4.568, 4.853, 3.005], [4.595, 3.703, 2.232], [3.481, 2.887, 2.158], [-1.318, 5.903, 5.245], [-2.614, 5.573, 4.086], [-0.926, 5.360, 3.608], [-2.338, 3.681, 5.738], [-0.662, 3.489, 5.188], [-3.774, 2.515, 2.664], [-4.077, 3.541, 4.086], [-3.310, 0.584, 4.216], [-4.966, 1.178, 4.337], [-3.780, 1.598, 5.586], [1.410, 4.620, 4.188], [3.406, 6.062, 4.338], [5.436, 5.497, 3.054], [5.491, 3.442, 1.688], [3.479, 2.002, 1.540], [1.567, -2.253, 2.196], [0.731, -2.250, 3.750], [-0.817, -1.417, 3.600], [1.338, -1.716, 4.479], [0.542, -3.279, 4.056], [3.091, 0.787, -3.716], [4.273, 0.796, -2.754], [4.146, -0.287, -1.667], [5.187, -0.046, -0.553], [5.142, -1.147, 0.498], [4.438, -1.630, -2.303], [5.430, -1.852, -2.959], [3.506, -2.599, -2.077], [2.293, -2.456, -1.392], [1.587, -3.439, -1.255], [1.955, -1.240, -0.947], [2.784, -0.200, -1.004], [2.450, 0.862, -0.468], [3.267, 1.484, -4.533], [2.187, 1.100, -3.196], [2.945, -0.207, -4.142], [4.336, 1.773, -2.274], [5.196, 0.606, -3.304], [4.955, 0.916, -0.093], [6.182, 0.009, -0.997], [4.128, -1.264, 0.880], [5.795, -0.910, 1.334], [5.462, -2.097, 0.073], [3.698, -3.525, -2.443], [-3.435, 1.401, -2.925], [-2.366, 0.565, -3.387], [-1.067, 0.644, -3.012], [-0.315, 1.873, -1.909], [-0.383, -0.332, -3.658], [-1.241, -1.053, -4.451], [-1.041, -2.104, -5.327], [-2.152, -2.567, -6.011], [-3.415, -2.009, -5.826], [-3.619, -0.951, -4.957], [-2.512, -0.477, -4.275], [-3.018, 2.205, -2.320], [-4.135, 0.822, -2.320], [-3.966, 1.830, -3.776], [0.606, -0.487, -3.526], [-0.057, -2.518, -5.480], [-2.032, -3.372, -6.721], [-4.253, -2.401, -6.387], [-4.595, -0.508, -4.828], [-2.912, -2.046, 0.652], [-1.520, -2.287, 0.264], [-1.434, -2.138, -1.190], [-2.325, -3.034, -1.906], [-3.690, -2.777, -1.462], [-3.839, -2.945, -0.023], [-3.461, -4.318, 0.309], [-2.094, -4.615, -0.093], [-1.197, -3.686, 0.578], [-1.969, -4.403, -1.529], [-3.165, -1.009, 0.407], [-3.010, -2.193, 1.730], [-0.407, -2.347, -1.492], [-1.701, -1.104, -1.434], [-4.361, -3.473, -1.974], [-3.966, -1.753, -1.732], [-4.144, -5.003, -0.203], [-3.556, -4.456, 1.390], [-0.175, -3.881, 0.251], [-1.277, -3.835, 1.659], [-2.630, -5.095, -2.058], [-0.931, -4.587, -1.816]], "lowdin_charge": [1.082, -0.071, -0.207, -0.139, -0.258, -0.068, -0.713, 0.563, 0.109, -0.452, -0.217, -0.130, -0.021, -0.081, -0.086, -0.073, -0.010, 0.073, 0.070, 0.065, 0.118, 0.111, 0.061, 0.120, 0.050, 0.075, 0.070, 0.096, 0.101, 0.101, 0.101, 0.093, 0.578, -0.947, 0.558, 0.039, 0.036, -0.078, -0.158, -0.305, -0.156, -0.062, -0.440, 0.101, 0.214, -0.560, 0.035, 0.084, -0.535, -0.118, 0.082, 0.015, 0.079, 0.125, 0.121, 0.107, 0.128, 0.053, 0.079, 0.082, 0.165, -0.024, -0.076, -0.751, 0.702, 0.140, -0.183, -0.001, -0.083, -0.083, -0.008, -0.174, 0.053, 0.097, 0.101, 0.133, 0.115, 0.103, 0.104, 0.112, -0.197, -0.134, -0.227, -0.068, -0.177, -0.084, -0.175, -0.083, -0.194, -0.160, 0.111, 0.106, 0.096, 0.095, 0.127, 0.114, 0.125, 0.127, 0.097, 0.114, 0.127, 0.127], "multiplicity": 1, "orbital_gap_ev": 7.5, "e_homo_ev": -7.21}

=====

no.,electronic energy (eV)
1,-169746.074
2,-15009.121
3,-143221.338
4,-126830.857
5,-81214.193
6,-167227.383